Computed, not measured: a cluster of 3 separate species, C11H21BBrN3O8 in total, with ωB97M-V/def2-TZVPD.

Atoms and positions in Å:
C -4.867 2.410 1.110
C -4.223 0.890 1.253
O -3.535 0.440 -0.002
B -3.366 -1.013 0.188
O -4.387 -1.903 -0.467
N -2.298 -1.703 1.017
C -0.897 -1.245 0.675
Br -0.416 -1.541 -1.285
C 0.143 -2.246 1.515
O 0.673 -3.369 1.022
O 0.543 -1.886 2.909
C -0.531 0.283 1.146
O -0.013 1.131 0.228
O -0.774 0.824 2.502
H -5.969 2.333 0.725
H -4.776 2.899 2.194
H -4.141 3.013 0.418
H -5.111 0.128 1.460
H -3.500 0.895 2.173
H -4.822 -2.356 0.328
H -2.328 -2.716 0.690
C 0.793 4.421 1.231
C 0.447 5.861 0.975
O -0.166 6.542 1.795
N 0.833 6.412 -0.212
C 1.553 5.782 -1.293
H 0.420 4.124 2.215
H 0.322 3.783 0.477
H 1.878 4.289 1.219
H 0.565 7.384 -0.312
H 2.477 6.342 -1.456
H 0.935 5.840 -2.192
H 1.792 4.738 -1.083
C 4.242 -5.750 -2.961
C 2.847 -5.421 -2.510
O 1.857 -5.717 -3.177
N 2.695 -4.773 -1.319
C 3.723 -4.344 -0.401
H 4.203 -6.265 -3.925
H 4.822 -4.832 -3.084
H 4.723 -6.412 -2.236
H 1.727 -4.585 -1.082
H 3.541 -4.829 0.561
H 3.639 -3.262 -0.280
H 4.725 -4.595 -0.751

For the frontier orbital gap, the calculation gives 5.50 eV. Its calculated total energy is -103315.9276 eV. The charge is -2.


Computed, not measured: a structure of composition C11H21BFKN2O8S, with ωB97M-V/def2-TZVPD.

Atoms and positions in Å:
C -0.316 -3.443 -0.623
C 0.966 -2.804 -1.278
C 0.584 -1.642 -2.274
F -0.137 -2.223 -3.346
C -0.205 -0.446 -1.569
C -1.480 0.098 -2.326
C -2.864 -0.464 -1.833
C -3.136 -1.180 -0.478
N -3.895 -0.286 -2.603
O -0.162 -0.422 -0.163
B -0.237 1.007 0.303
O -1.605 1.581 0.417
C 0.386 0.939 1.812
C 0.179 2.241 2.674
C 0.392 1.941 4.236
S 2.068 1.190 4.478
O 3.011 1.999 3.658
O 2.101 -0.270 4.177
O 2.494 1.322 6.103
O 0.537 1.684 -0.765
C 0.845 0.787 -1.810
O 0.938 1.327 -3.167
N 2.193 1.755 -3.380
O 2.775 1.032 -4.144
H -1.230 -3.261 -1.252
H -0.236 -4.542 -0.422
H -0.489 -2.907 0.353
H 1.474 -3.601 -1.899
H 1.719 -2.409 -0.551
H 1.550 -1.261 -2.709
H -1.519 1.225 -2.276
H -1.414 -0.138 -3.429
H -4.230 -1.020 -0.246
H -2.571 -0.754 0.388
H -2.997 -2.295 -0.555
H -3.609 0.219 -3.450
H -1.668 2.187 -0.337
H 1.485 0.682 1.733
H -0.079 0.062 2.361
H 0.957 2.991 2.375
H -0.849 2.681 2.596
H 0.403 2.906 4.825
H -0.419 1.291 4.660
H 1.650 1.207 6.576
H 1.914 0.507 -1.554
K 4.725 0.509 -5.286

For the frontier orbital gap, the calculation gives 5.97 eV. Its calculated total energy is -61658.2271 eV.


Max |F| (Eh/bohr)
0.1563; 0.0877
Lowest unoccupied orbital energy (eV)
4.502; -2.106